Entry 1:
Molecular formula: C5H8N2
Method: DFT, the ωB97M-V functional and the def2-TZVPD basis

Energy above the lowest of the compared OMol25 structures with the same formula, charge and spin in kcal per mole: 85.37
Gap between HOMO and LUMO in eV: 8.202
HOMO in eV: -7.42

```
! wB97M-V def2-TZVPD RIJCOSX def2/J DEFGRID3
* xyz 0 1
C 1.2700 -1.2520 -0.8829
C 0.1326 -1.3905 0.5923
C -0.5111 -1.0195 -0.6109
N -0.9785 0.2923 -0.5715
C -0.5741 0.8234 0.6370
N -0.9673 2.1145 0.9754
C 0.1343 -0.1235 1.3214
H 2.1015 -1.2113 -0.1837
H 1.3243 -2.1844 -1.4441
H 1.3629 -0.3846 -1.5522
H -0.9122 -1.6773 -1.3754
H -1.5952 0.7381 -1.2313
H -0.4965 2.4494 1.8055
H -0.8725 2.7859 0.2234
H 0.5818 0.0396 2.2971
*
```

***

Entry 2:
Molecular formula: F2HPS
Method: DFT, the ωB97M-V functional and the def2-TZVPD basis

Energy above the lowest of the compared OMol25 structures with the same formula, charge and spin in kcal per mole: 83.72
Gap between HOMO and LUMO (spin up / spin down) in eV: 7.217 / 8.815
HOMO (spin up / spin down) in eV: -10.23 / -10.20

```
! wB97M-V def2-TZVPD RIJCOSX def2/J DEFGRID3
* xyz 0 1
F -2.0795 0.8478 -1.5095
F -2.4056 1.6493 0.5481
P -2.1664 0.1819 -0.0780
S -3.7099 -1.0622 0.2285
H 0.2081 -0.7014 -0.2971
*
```

***

Entry 3:
Molecular formula: C3H39NO15S2
Method: DFT, the ωB97M-V functional and the def2-TZVPD basis

Energy above the lowest of the compared OMol25 structures with the same formula, charge and spin in kcal per mole: 60.43
Gap between HOMO and LUMO in eV: 8.424
HOMO in eV: -8.35

```
! wB97M-V def2-TZVPD RIJCOSX def2/J DEFGRID3
* xyz 0 1
S -0.3206 -5.9135 1.4425
S -1.9602 -4.6756 1.0963
C -1.5221 -3.0821 1.8273
C -0.4049 -2.3225 1.1130
N -0.8396 -0.9896 0.6441
C -0.0504 0.1520 1.0581
H -0.0717 -5.8375 2.7675
H -2.5077 -2.6350 1.7085
H -1.2374 -3.1148 2.8749
H -0.0322 -2.8368 0.2213
H 0.4772 -2.2328 1.7161
H -0.8993 -0.9303 -0.3552
H 0.8798 0.3238 0.5117
H 0.1947 0.1162 2.1234
H -0.5354 1.1241 0.9345
H 5.6047 -0.2026 2.7172
H 5.4471 0.5204 1.4618
O 5.4299 0.6717 2.3746
H 5.2362 0.3352 -0.8070
H 4.7609 1.8379 -0.4177
O 4.5609 0.8425 -0.3367
H -5.0776 -2.1501 1.1698
H -5.9122 -3.1854 0.5326
O -5.3132 -3.0586 1.2930
H -3.2444 0.1270 -3.4898
H -2.1451 0.7844 -2.7328
O -2.2887 0.0184 -3.3190
H -2.3937 2.4319 -0.8034
H -1.4948 1.2060 -0.7908
O -1.9502 1.8271 -1.3894
H -2.0579 -1.3283 -1.9162
H -2.3597 -1.4956 -0.4056
O -1.7369 -1.7627 -1.1049
H 2.5287 -1.7057 -3.8219
H 1.1108 -1.4086 -3.3416
O 2.0337 -1.3714 -3.0688
H -3.7713 3.0776 1.6535
H -2.9500 3.9388 0.6492
O -3.1831 3.0393 0.8824
H 1.9226 2.7211 -2.6842
H 0.9314 3.9241 -2.2561
O 1.8171 3.7034 -2.6523
H 5.3672 3.3118 -2.1942
H 3.8706 3.6374 -1.8636
O 4.7330 3.4219 -1.4604
H 3.8847 1.6651 5.0087
H 3.8110 1.4122 3.5422
O 3.3448 1.1790 4.3544
H -3.1946 1.1537 2.9110
H -2.7839 2.1332 3.9393
O -3.5466 1.9083 3.4448
H -3.3444 -0.8165 2.7867
H -2.3411 -0.3920 1.6673
O -3.2675 -0.2801 1.9732
H 3.0460 1.1870 -1.5278
H 2.2878 0.3442 -2.7858
O 2.5966 1.2242 -2.3855
H -0.7600 -1.1902 -4.5772
H -0.3236 0.2636 -4.9778
O -0.0557 -0.6462 -4.9352
*
```

***

Entry 4:
Molecular formula: C3H5N3
Method: DFT, the ωB97M-V functional and the def2-TZVPD basis

Energy above the lowest of the compared OMol25 structures with the same formula, charge and spin in kcal per mole: 54.28
Gap between HOMO and LUMO in eV: 10.619
SMILES: Cn1cncn1
HOMO in eV: -9.72

```
! wB97M-V def2-TZVPD RIJCOSX def2/J DEFGRID3
* xyz 0 1
C 0.9796 0.7786 1.2076
N 0.3954 0.0573 0.0597
C -0.1460 -1.1672 -0.0545
N -0.9971 -1.3614 -1.0164
C -1.1752 -0.0283 -1.6108
N -0.5533 0.9568 -1.0449
H 2.0240 1.0675 1.0307
H 0.3815 1.6857 1.2590
H 0.9225 0.2676 2.1844
H -0.0921 -2.1008 0.5071
H -1.8082 -0.0875 -2.5122
*
```

***

Entry 5:
Molecular formula: C5H8N2
Method: DFT, the ωB97M-V functional and the def2-TZVPD basis

Energy above the lowest of the compared OMol25 structures with the same formula, charge and spin in kcal per mole: 37.93
Gap between HOMO and LUMO in eV: 10.776
SMILES: C[C@H]1CN1CC#N
HOMO in eV: -9.81

```
! wB97M-V def2-TZVPD RIJCOSX def2/J DEFGRID3
* xyz 0 1
C -1.9158 -0.9210 0.4844
C -0.5931 -0.5218 -0.1221
C -0.4117 0.7882 -0.8008
N 0.1132 0.5628 0.5377
C 1.5506 0.4688 0.7234
C 2.3317 0.2868 -0.5161
N 2.8868 0.1365 -1.5203
H -1.7667 -1.6244 1.3053
H -2.5515 -1.3862 -0.2733
H -2.4292 -0.0393 0.8795
H 0.0157 -1.3445 -0.5141
H 0.2878 0.8224 -1.6373
H -1.2404 1.4897 -0.8603
H 1.8965 1.3782 1.2254
H 1.7775 -0.3698 1.3868
*
```

***

Entry 6:
Molecular formula: C18H12F3N3O4RuSe
Method: DFT, the ωB97M-V functional and the def2-TZVPD basis

Gap between HOMO and LUMO (spin up / spin down) in eV: 5.491 / 5.483
HOMO (spin up / spin down) in eV: -15.45 / -15.44

```
! wB97M-V def2-TZVPD RIJCOSX def2/J DEFGRID3
* xyz 2 1
Ru 0.4394 0.3511 -0.4247
O 3.3119 3.1736 -1.4820
C 2.3044 2.4039 -1.2335
O 2.3352 1.4483 -0.4520
C 1.0380 2.7382 -1.9455
C 0.7522 3.8680 -2.6544
C -0.5520 4.0192 -3.1562
C -1.5100 3.0447 -2.9238
C -1.1434 1.9264 -2.1969
N 0.0971 1.7965 -1.7420
C -2.0655 0.7973 -1.7521
O -3.1659 0.6964 -2.1954
O -1.5052 0.0033 -0.8379
H 4.1077 2.9221 -0.9815
H 1.5115 4.6236 -2.8093
H -0.8145 4.9125 -3.7086
H -2.5284 3.1343 -3.2802
F -1.1945 0.6663 6.1106
C 0.0358 0.2922 5.7730
F 0.8984 1.2310 6.1666
F 0.3305 -0.8486 6.3941
C 0.1475 0.0968 4.2707
C 1.4062 -0.0168 3.6926
C 1.4978 -0.1569 2.3335
N 0.3963 -0.2039 1.5485
C -0.8308 -0.1294 2.1184
C -0.9856 0.0270 3.4798
H 2.3055 0.0140 4.2948
H 2.4546 -0.2391 1.8411
H -1.6828 -0.2116 1.4609
H -1.9764 0.0991 3.9060
Se 1.3728 -1.6015 -1.4045
C 0.1552 -2.9955 -1.6288
C -1.1988 -2.8832 -1.3025
C -1.9862 -4.0054 -1.5173
N -1.4895 -5.1505 -2.0060
C -0.1878 -5.2389 -2.3074
C 0.6899 -4.1792 -2.1405
H -1.6252 -1.9728 -0.9174
H -3.0441 -3.9880 -1.2936
H 0.1626 -6.1868 -2.6956
H 1.7362 -4.2777 -2.4012
*
```